Entry from the OMol25 dataset: an isolated ion of composition C22H31N2O2 and charge +1 in a non-equilibrium geometry (ωB97M-V/def2-TZVPD).

The HOMO energy is -0.4117 Ha. The spin multiplicity is 1. The net charge is +1. The calculation puts the largest force on an atom at 1.08 eV/A.

Structure (XYZ):
```
57
C22H31N2O2, DFT ωB97M-V/def2-TZVPD
C 2.6399 -1.1485 -3.9640
C 2.6213 -1.4583 -2.4752
H 3.2797 -2.3062 -2.2829
H 3.0109 -0.5997 -1.9241
N 1.2860 -1.7826 -1.8816
C 1.5002 -2.0276 -0.4382
H 0.6575 -2.5672 -0.0133
H 2.4002 -2.6172 -0.2828
H 1.6038 -1.0762 0.0862
C 0.6609 -2.9749 -2.5239
C 1.4918 -4.2480 -2.4783
H 2.4022 -4.1707 -3.0653
H 0.8975 -5.0511 -2.9069
H 1.7441 -4.5357 -1.4621
H 0.4411 -2.7202 -3.5617
H -0.2869 -3.1506 -2.0130
C 0.3882 -0.6041 -2.0598
C -0.9735 -0.6792 -1.3699
H -0.8916 -1.1053 -0.3716
H -1.6771 -1.2772 -1.9496
C -1.5497 0.7382 -1.2216
C -0.6387 1.6045 -0.4024
N -0.0347 2.5102 -1.0538
O 0.9146 3.2679 -0.3725
H 1.1153 4.0017 -0.9705
C -0.3040 1.2766 1.0547
C -1.1877 0.2126 1.6783
C -0.6395 -0.9350 2.2362
C -1.4529 -1.8837 2.8323
C -2.8218 -1.6927 2.8860
C -3.3714 -0.5348 2.3606
C -2.5611 0.4156 1.7679
H -2.9974 1.3317 1.3991
H -4.4352 -0.3643 2.4237
H -3.4556 -2.4308 3.3525
H -1.0109 -2.7683 3.2662
H 0.4306 -1.0730 2.2233
C -0.4525 2.5087 1.9376
C -1.3727 3.5058 1.6441
C -1.5098 4.5926 2.4890
C -0.7386 4.6882 3.6344
C 0.1724 3.6905 3.9347
C 0.3137 2.6037 3.0916
H 1.0153 1.8185 3.3350
H 0.7731 3.7542 4.8292
H -0.8490 5.5368 4.2916
H -2.2227 5.3668 2.2493
H -1.9746 3.4472 0.7478
O 1.0538 0.8193 1.0186
H 1.6081 1.6105 1.0376
H -2.5257 0.6645 -0.7445
H -1.6683 1.2049 -2.2002
H 0.2323 -0.4495 -3.1276
H 0.9211 0.2626 -1.6639
H 2.0866 -0.2474 -4.2101
H 2.2666 -1.9734 -4.5637
H 3.6748 -0.9804 -4.2524
```

***

Entry from the OMol25 dataset: an isolated ion of composition C22H31N2O3 and charge +1 (ωB97M-V/def2-TZVPD).

The HOMO energy is -0.3832 Ha. The spin multiplicity is 1. The net charge is +1. The calculation puts the largest force on an atom at 0.83 eV/A.

Structure (XYZ):
```
58
C22H31N2O3, DFT ωB97M-V/def2-TZVPD
C -5.7446 -0.0836 -0.6480
H -5.5436 -0.2602 -1.7090
O -5.1839 1.1333 -0.2116
C -3.8428 1.2944 -0.2734
C -2.9405 0.3463 -0.7478
C -1.5854 0.6160 -0.7424
C -1.0952 1.8300 -0.2775
C -1.9994 2.7874 0.1735
C -3.3508 2.5197 0.1817
H -4.0557 3.2546 0.5347
H -1.6562 3.7510 0.5173
N 0.3114 2.0137 -0.2304
C 0.8800 2.9819 0.6797
H 1.0070 3.9687 0.2109
C 2.2524 2.4232 1.1328
N 2.6169 1.3278 0.2139
H 1.8665 0.6019 0.3264
C 3.8720 0.6471 0.5666
H 4.7186 1.3024 0.3481
H 3.8467 0.4301 1.6353
C 4.0871 -0.6715 -0.2002
C 2.7940 -1.5145 -0.3728
O 1.8406 -1.1572 0.6038
C 0.6038 -1.8070 0.5913
C 0.2505 -2.7648 -0.3418
C -1.0140 -3.3465 -0.3143
C -1.9094 -2.9456 0.6646
C -1.5484 -1.9915 1.5986
C -0.2942 -1.4050 1.5839
C 0.0821 -0.3542 2.5832
H 1.1298 -0.4451 2.8618
H -0.0944 0.6357 2.1627
H -0.5278 -0.4519 3.4766
H -2.2542 -1.6910 2.3577
H -2.8931 -3.3877 0.7024
C -1.3736 -4.3964 -1.3178
H -0.9320 -5.3507 -1.0309
H -0.9975 -4.1398 -2.3061
H -2.4505 -4.5278 -1.3734
H 0.9429 -3.0842 -1.1055
H 3.0386 -2.5804 -0.2956
H 2.3972 -1.3242 -1.3813
O 4.6166 -0.3446 -1.4655
H 5.0669 -1.1010 -1.8557
H 4.8221 -1.2448 0.3790
C 2.5273 1.8216 -1.1748
H 2.9989 1.1082 -1.8492
C 1.0305 2.0150 -1.4911
H 0.8856 2.9527 -2.0489
H 0.6494 1.2003 -2.1072
H 3.0781 2.7617 -1.2411
H 2.1920 2.0203 2.1447
H 3.0268 3.1918 1.1063
H 0.2277 3.0994 1.5441
H -0.9062 -0.1436 -1.0984
H -3.2753 -0.6104 -1.1134
H -5.3740 -0.9283 -0.0591
H -6.8177 0.0176 -0.4976
```

***

Entry from the OMol25 dataset: one molecule with the formula C22H31N3O2 (ωB97M-V/def2-TZVPD).

The HOMO energy is -0.2885 Ha. The spin multiplicity is 1. The net charge is 0. The calculation puts the largest force on an atom at 0.23 eV/A.

Structure (XYZ):
```
58
C22H31N3O2, DFT ωB97M-V/def2-TZVPD
C 3.2617 1.6340 -0.3843
C 1.9632 0.9719 -0.0732
C 0.8646 0.7752 -0.8600
C -0.0982 0.0579 -0.0871
C -1.4296 -0.4262 -0.5122
O -1.8108 -1.5736 -0.3029
N -2.2323 0.4538 -1.1915
C -3.5030 -0.0631 -1.6654
C -4.5342 -0.3136 -0.5400
N -4.2480 0.4892 0.6318
C -3.8062 -0.0231 1.8167
O -3.3213 0.6921 2.6881
C -3.8869 -1.4863 2.0964
C -3.3152 -2.1035 3.1334
C -3.7872 -3.4795 2.7359
C -4.4289 -2.7807 1.5005
C -4.2309 1.9449 0.4052
C -5.0430 2.6975 1.4615
C -5.0022 4.2026 1.2283
C -3.5590 4.6933 1.2195
C -2.7826 4.0014 0.1068
C -2.8013 2.4757 0.2216
C -2.1372 1.9014 -1.0344
C 0.4529 -0.1623 1.1526
C -0.1102 -0.8509 2.3452
N 1.6963 0.4138 1.1592
C 2.6135 0.3749 2.2769
H 3.2528 1.9699 -1.4195
H 3.4406 2.5089 0.2459
H 4.1098 0.9564 -0.2604
H 0.7697 1.0801 -1.8903
H -3.8916 0.6602 -2.3833
H -3.3259 -1.0003 -2.1922
H -5.5372 -0.0769 -0.9090
H -4.5170 -1.3578 -0.2694
H -2.7269 -1.7309 3.9607
H -2.9989 -4.1923 2.4895
H -4.4929 -3.9506 3.4215
H -5.5149 -2.8590 1.4286
H -3.9684 -3.0766 0.5580
H -4.7529 2.0881 -0.5509
H -6.0705 2.3251 1.4333
H -4.6409 2.4749 2.4479
H -5.4727 4.4527 0.2696
H -5.5790 4.7103 2.0039
H -3.5197 5.7765 1.0847
H -3.0959 4.4715 2.1863
H -3.2250 4.2901 -0.8561
H -1.7445 4.3445 0.0841
H -2.2250 2.1725 1.1004
H -1.0925 2.1999 -1.0449
H -2.6059 2.3464 -1.9184
H -1.0271 -1.3581 2.0593
H 0.5830 -1.5987 2.7380
H -0.3495 -0.1469 3.1466
H 2.0611 0.4517 3.2109
H 3.1932 -0.5507 2.2876
H 3.3005 1.2155 2.2165
```

***

Entry from the OMol25 dataset: one molecule with the formula C22H31N3O3 in a non-equilibrium geometry (ωB97M-V/def2-TZVPD).

The HOMO energy is -0.3081 Ha. The spin multiplicity is 1. The net charge is 0. The calculation puts the largest force on an atom at 1.22 eV/A.

Structure (XYZ):
```
59
C22H31N3O3, DFT ωB97M-V/def2-TZVPD
C 9.4341 0.2140 0.3726
C 7.9504 -0.1106 0.2424
H 7.6645 -0.7987 1.0404
H 7.7742 -0.6045 -0.7155
C 7.1033 1.1555 0.3279
C 5.6152 0.9625 0.1815
C 5.0245 -0.2770 0.0466
C 3.6373 -0.3515 -0.0807
C 2.8639 0.8212 -0.0709
C 3.4424 2.0737 0.0663
C 4.8137 2.1172 0.1895
H 5.2990 3.0767 0.2967
H 2.8415 2.9692 0.0739
O 1.5531 0.5238 -0.2134
C 1.4697 -0.8449 -0.3115
C 2.7050 -1.4295 -0.2241
C 3.0485 -2.8726 -0.2850
H 3.6511 -3.0780 -1.1699
H 3.6314 -3.1505 0.5919
H 2.1431 -3.4702 -0.3124
C 0.1626 -1.5277 -0.4038
O 0.0315 -2.6501 0.0691
N -0.8621 -0.9102 -1.0355
C -0.8897 0.3846 -1.6676
H 0.1068 0.8110 -1.7405
C -1.8097 1.3157 -0.8765
N -3.1431 0.7447 -0.8337
C -4.1053 1.6455 -0.2276
C -5.5296 1.1387 -0.4565
O -6.1079 1.2688 -1.5118
N -6.0835 0.5384 0.6198
H -5.5554 0.4500 1.4739
C -7.4166 -0.0343 0.6165
C -8.2723 0.6323 1.6906
H -7.8636 0.4344 2.6801
H -9.2869 0.2463 1.6529
H -8.3041 1.7075 1.5339
C -7.3385 -1.5454 0.8245
H -8.3338 -1.9792 0.7890
H -6.7340 -2.0039 0.0457
H -6.8954 -1.7747 1.7922
H -7.8264 0.1832 -0.3749
H -3.9155 1.7938 0.8528
H -4.0212 2.6099 -0.7339
C -3.1159 -0.5607 -0.1997
C -2.1848 -1.4924 -0.9745
H -2.1083 -2.4621 -0.4807
H -2.5668 -1.6223 -1.9916
H -4.1239 -0.9783 -0.2107
H -2.7688 -0.4946 0.8496
H -1.8605 2.2854 -1.3757
H -1.3910 1.4622 0.1362
H -1.3036 0.2607 -2.6750
H 5.6055 -1.1843 0.0375
H 7.2916 1.6412 1.2909
H 7.4347 1.8535 -0.4474
H 9.7507 0.8851 -0.4232
H 10.0306 -0.6933 0.3123
H 9.6384 0.6951 1.3269
```

***

Entry from the OMol25 dataset: one molecule with the formula C22H31N3O3 (ωB97M-V/def2-TZVPD).

The HOMO energy is -0.3096 Ha. The spin multiplicity is 1. The net charge is 0. The calculation puts the largest force on an atom at 0.49 eV/A.

Structure (XYZ):
```
59
C22H31N3O3, DFT ωB97M-V/def2-TZVPD
C -4.5741 -1.4714 -0.2993
N -3.3602 -1.3160 0.4758
C -2.4398 -2.3046 0.3793
O -2.6386 -3.2888 -0.3118
C -1.1508 -2.1951 1.1800
H -1.3247 -1.8640 2.2034
C -0.1182 -1.2546 0.5176
N -0.1092 -1.4050 -0.9238
C 0.4052 -0.2543 -1.6585
C 1.8749 0.0136 -1.4892
C 2.3854 0.6489 -0.4368
C 3.8061 0.8157 -0.1546
C 4.2153 0.9430 1.1733
C 5.5547 1.0709 1.4874
C 6.5072 1.0897 0.4816
C 6.1115 0.9746 -0.8411
C 4.7737 0.8356 -1.1583
H 4.4736 0.7639 -2.1935
H 6.8505 0.9960 -1.6293
H 7.5537 1.1972 0.7262
H 5.8577 1.1597 2.5205
H 3.4733 0.9105 1.9579
H 1.7215 1.0434 0.3223
H 2.5281 -0.3996 -2.2458
H 0.1729 -0.4289 -2.7128
H -0.1652 0.6177 -1.3232
C 0.4251 -2.6895 -1.3146
C 1.8289 -2.9793 -0.7576
N 1.9826 -2.4778 0.5922
C 1.2164 -1.5520 1.1983
O 1.5227 -1.0549 2.2659
H 2.8692 -2.6658 1.0420
H 2.0042 -4.0604 -0.7527
H 2.5957 -2.5176 -1.3932
H -0.2809 -3.4475 -0.9682
H 0.4542 -2.7395 -2.4046
H -0.3865 -0.2220 0.7494
H -0.7415 -3.2061 1.2266
C -3.2302 -0.0954 1.2360
H -2.4875 -0.2381 2.0204
H -4.1902 0.1048 1.7252
C -2.8266 1.1278 0.3857
C -1.9962 2.1180 1.2101
H -1.0863 1.6536 1.5941
C -1.6189 3.3236 0.3471
H -1.0849 4.0723 0.9356
O -2.7541 3.9767 -0.1674
C -3.5356 3.1147 -0.9593
C -4.0277 1.8969 -0.1725
H -4.6312 1.2724 -0.8293
H -4.6537 2.2414 0.6534
H -4.3765 3.7159 -1.3108
H -2.9517 2.7759 -1.8310
H -0.9689 2.9953 -0.4815
H -2.5877 2.4628 2.0607
H -2.2247 0.7651 -0.4551
H -4.5055 -0.9458 -1.2540
H -4.7121 -2.5320 -0.5043
H -5.4243 -1.0914 0.2659
```

***

Entry from the OMol25 dataset: one molecule with the formula C22H31N3O3S (ωB97M-V/def2-TZVPD).

The HOMO energy is -0.3229 Ha. The spin multiplicity is 1. The net charge is 0. The calculation puts the largest force on an atom at 0.62 eV/A.

Structure (XYZ):
```
60
C22H31N3O3S, DFT ωB97M-V/def2-TZVPD
N 1.7537 2.4583 2.5416
C 2.1695 1.5614 3.4526
O 3.0177 1.8132 4.2832
C 1.4875 0.1937 3.3797
C -0.0083 0.3250 3.6797
H -0.4713 1.0131 2.9714
C -0.6903 -1.0394 3.5635
N -0.4761 -1.5733 2.2386
C -1.4259 -1.7612 1.3107
O -1.1812 -2.1047 0.1603
C -2.8469 -1.6165 1.7782
C -3.5286 -2.7831 2.1054
C -4.8437 -2.7395 2.5322
C -5.4961 -1.5215 2.6317
C -4.8389 -0.3572 2.2812
C -3.5222 -0.3996 1.8413
S -2.7446 1.1530 1.4374
C -2.1677 0.8344 -0.2708
C -0.6586 0.9596 -0.3775
O -0.0338 1.8074 0.2390
N -0.0976 0.1000 -1.2376
C 1.3051 0.1183 -1.5854
C 1.5005 0.2018 -3.1029
C 2.9845 0.0907 -3.4533
C 3.1896 0.1698 -4.9634
C 2.6174 1.4722 -5.5139
C 1.1363 1.5885 -5.1679
C 0.9337 1.5090 -3.6580
H -0.1300 1.5819 -3.4209
H 1.4397 2.3499 -3.1784
H 0.7383 2.5327 -5.5448
H 0.5867 0.7773 -5.6515
H 2.7512 1.5092 -6.5968
H 3.1576 2.3166 -5.0803
H 4.2544 0.1029 -5.1948
H 2.6899 -0.6760 -5.4416
H 3.5290 0.9049 -2.9699
H 3.3854 -0.8517 -3.0737
H 0.9677 -0.6375 -3.5654
H 1.7476 0.9926 -1.1018
H 1.7915 -0.7849 -1.2005
H -0.6322 -0.6931 -1.5596
H -2.6184 1.6159 -0.8864
H -2.5316 -0.1397 -0.5858
H -5.3357 0.5986 2.3414
H -6.5200 -1.4786 2.9707
H -5.3554 -3.6541 2.7898
H -3.0088 -3.7271 2.0311
C 0.9224 -1.7745 1.9203
C 1.6916 -0.4577 2.0096
H 1.3339 0.2143 1.2330
H 2.7526 -0.6455 1.8383
H 1.3342 -2.5003 2.6313
H 0.9764 -2.1929 0.9134
H -0.2562 -1.7360 4.2912
H -1.7588 -0.9512 3.7621
H -0.1553 0.7204 4.6853
H 1.9532 -0.4299 4.1507
H 1.0667 2.2653 1.8279
H 2.1691 3.3748 2.5588
```

***

| no. | orbital gap (eV) |
| --- | --- |
| 1 | 9.120 |
| 2 | 8.281 |
| 3 | 8.652 |
| 4 | 8.997 |
| 5 | 9.141 |
| 6 | 9.404 |